{
  "formula": "C36H40F9N6O27",
  "method": "ωB97M-V with the def2-TZVPD basis set",
  "lumo_ev": -2.793,
  "gap_ha": 0.327,
  "charge": 1,
  "mol_weight_da": 1159.713,
  "symbols": ["C", "N", "C", "N", "C", "N", "C", "N", "N", "C", "C", "C", "C", "C", "N", "H", "H", "H", "H", "H", "H", "H", "H", "H", "H", "H", "H", "H", "C", "C", "O", "C", "O", "O", "F", "H", "H", "H", "C", "C", "O", "C", "O", "O", "F", "H", "H", "H", "C", "C", "O", "C", "O", "O", "F", "H", "H", "H", "C", "C", "O", "C", "O", "O", "F", "H", "H", "H", "C", "C", "O", "C", "O", "O", "F", "H", "H", "H", "C", "C", "O", "C", "O", "O", "F", "H", "H", "H", "C", "C", "O", "C", "O", "O", "F", "H", "H", "H", "C", "C", "O", "C", "O", "O", "F", "H", "H", "H", "C", "C", "O", "C", "O", "O", "F", "H", "H", "H"],
  "positions_angstrom": [[-4.20605, -1.81531, -2.99742], [-3.17395, -2.45181, -3.82994], [-3.03224, -3.81522, -3.43978], [-2.08645, -4.04043, -2.30228], [-2.44867, -4.88968, -1.38817], [-3.59854, -5.58428, -1.30090], [-3.61148, -6.32264, -0.23750], [-2.47783, -6.12730, 0.41229], [-1.75641, -5.27746, -0.29759], [-0.44489, -4.97294, 0.23291], [0.07674, -3.70692, 0.11629], [1.34895, -3.50604, 0.68631], [1.93310, -4.57659, 1.33305], [1.24460, -5.75366, 1.32866], [0.08889, -5.98258, 0.81082], [-4.07319, -0.73280, -3.05954], [-5.22125, -2.03086, -3.32862], [-4.06825, -2.10451, -1.94061], [-2.29912, -1.94512, -3.84653], [-4.03902, -4.15515, -3.18696], [-2.72673, -4.44533, -4.28532], [-1.20844, -3.55383, -2.32361], [-4.41443, -6.98116, 0.04957], [-2.25318, -6.57659, 1.28571], [-0.40207, -2.86926, -0.37324], [1.85186, -2.55128, 0.62615], [2.88845, -4.54250, 1.83869], [1.71677, -6.59337, 1.83352], [-0.20435, -4.38129, 5.18285], [0.22070, -5.41280, 6.19329], [1.44810, -5.88346, 5.65460], [1.97518, -4.84491, 4.95181], [3.10885, -4.79586, 4.60122], [1.05352, -3.88211, 4.71589], [-0.65763, -6.44136, 6.24864], [-0.75303, -4.81763, 4.34594], [-0.80570, -3.58768, 5.62057], [0.38701, -5.02073, 7.19806], [0.16846, -1.57755, -8.13679], [-0.91529, -2.33898, -7.41956], [-0.65789, -2.03447, -6.05817], [-0.07843, -0.79583, -6.04932], [0.02362, -0.12365, -5.08222], [0.35288, -0.44413, -7.28110], [-0.78571, -3.67691, -7.60128], [1.10056, -2.14121, -8.20060], [-0.12596, -1.27025, -9.13701], [-1.93037, -2.03238, -7.67741], [-2.70494, -1.87848, 9.65246], [-1.83508, -1.62878, 8.44803], [-2.50816, -2.33793, 7.42339], [-3.83752, -2.33480, 7.76831], [-4.71366, -2.59890, 7.02717], [-4.00540, -1.98219, 9.06616], [-0.59652, -2.16591, 8.61021], [-2.45787, -2.81404, 10.15695], [-2.66368, -1.06752, 10.37533], [-1.74321, -0.57859, 8.16617], [-7.16420, 1.04295, -2.60515], [-7.80055, 1.95836, -3.61730], [-6.92357, 1.84792, -4.72877], [-6.37756, 0.60064, -4.66339], [-5.81252, 0.06986, -5.55642], [-6.56770, 0.04027, -3.44141], [-7.80612, 3.23993, -3.18789], [-6.39218, 1.53675, -2.02492], [-7.88771, 0.60410, -1.92205], [-8.80966, 1.67072, -3.91899], [-0.81077, 4.04797, -3.54689], [-0.61102, 5.48678, -3.17215], [-1.70019, 5.74600, -2.29911], [-1.98825, 4.55847, -1.70374], [-2.65546, 4.44328, -0.72890], [-1.41167, 3.51709, -2.35687], [-0.72120, 6.29564, -4.25431], [-1.49446, 3.92322, -4.38927], [0.12658, 3.54597, -3.77697], [0.32755, 5.69022, -2.65545], [2.02832, 1.79856, 1.56348], [1.36218, 0.77308, 0.68984], [0.87763, 1.54968, -0.39343], [1.73696, 2.61691, -0.50701], [1.81688, 3.32365, -1.44638], [2.49695, 2.74819, 0.60270], [0.30775, 0.18669, 1.31952], [1.32753, 2.28281, 2.24528], [2.85273, 1.39448, 2.14087], [2.03390, -0.00016, 0.31007], [3.47200, 7.15431, -2.82000], [3.45283, 7.93049, -4.10827], [3.46187, 6.90604, -5.08881], [2.84834, 5.82958, -4.52244], [2.44418, 4.89798, -5.12735], [2.75075, 5.96440, -3.17059], [4.57088, 8.68202, -4.24995], [4.48427, 6.88526, -2.50958], [2.98413, 7.68364, -2.00639], [2.57134, 8.55970, -4.24406], [5.51300, -2.79452, 3.93363], [6.46498, -1.81813, 4.56670], [5.96587, -0.57111, 4.13126], [4.62906, -0.72575, 3.94511], [3.89635, 0.19753, 3.83549], [4.29384, -2.05044, 3.91370], [7.72166, -1.97399, 4.09248], [5.79380, -3.05575, 2.91172], [5.40835, -3.70784, 4.51260], [6.48108, -1.84597, 5.65754], [4.54368, 6.47333, 1.58261], [5.41422, 7.66403, 1.89039], [5.19116, 8.50785, 0.77290], [3.93116, 8.23484, 0.33382], [3.31602, 8.92307, -0.40603], [3.46582, 7.07287, 0.85693], [6.72323, 7.32207, 1.92882], [5.04750, 5.74246, 0.94814], [4.18390, 5.97280, 2.47818], [5.14892, 8.19416, 2.80692]],
  "forces_ev_per_a": [[0.90, 0.77, 0.24], [-0.54, -0.34, 0.51], [-0.14, -0.03, -1.48], [-1.04, 0.48, -1.12], [-0.39, -1.76, 2.42], [-1.90, 0.64, -2.65], [0.50, 0.63, -0.33], [-2.04, -2.05, 1.24], [2.88, 1.61, 0.56], [-1.99, 1.59, -1.69], [1.24, 0.73, 0.15], [-0.52, -0.15, -0.21], [0.33, 0.91, -0.23], [2.45, -1.70, 1.98], [-0.76, -1.32, 0.09], [-0.12, -0.13, 0.03], [0.24, -0.25, -0.10], [-0.30, 0.14, -0.11], [-0.06, 0.12, -0.19], [0.42, -0.21, 0.42], [0.36, 0.17, 0.22], [0.17, -0.17, 0.18], [0.09, -0.02, 0.20], [0.97, 0.33, -0.07], [-0.29, -0.18, 0.06], [-0.15, 0.07, 0.00], [-0.03, 0.21, -0.07], [-0.10, -0.08, -0.04], [-0.37, 0.56, 0.00], [-0.24, -0.49, -0.15], [-0.11, 0.60, 0.13], [0.42, -0.07, -0.09], [-0.02, -0.01, -0.22], [0.05, -0.35, 0.14], [0.07, -0.02, 0.05], [0.04, -0.22, 0.10], [0.18, 0.13, -0.04], [-0.06, -0.10, 0.03], [0.13, 0.24, -0.47], [0.17, -0.46, 0.04], [-0.13, 0.32, -0.33], [0.23, 0.24, 0.07], [0.01, 0.04, 0.36], [-0.24, -0.37, 0.13], [-0.10, 0.00, 0.08], [-0.10, -0.15, 0.12], [0.00, 0.23, 0.09], [-0.04, -0.15, 0.02], [-0.15, 0.20, 0.49], [0.26, -0.38, 0.03], [-0.15, 0.41, 0.28], [-0.28, -0.13, 0.12], [-0.20, -0.18, -0.32], [0.44, 0.00, -0.28], [0.03, 0.04, -0.14], [0.15, -0.02, -0.15], [-0.22, 0.04, -0.07], [0.17, -0.03, -0.01], [-0.23, -0.47, 0.33], [0.28, 0.51, 0.01], [-0.31, -0.54, 0.28], [0.24, 0.03, -0.34], [0.16, -0.10, -0.06], [-0.35, 0.47, 0.03], [-0.07, 0.02, -0.07], [0.12, 0.30, -0.03], [0.03, -0.21, -0.13], [-0.02, 0.13, 0.01], [0.38, -0.62, -0.20], [-0.15, 0.33, -0.36], [0.36, -0.45, 0.14], [-0.32, -0.23, 0.28], [-0.09, -0.03, 0.03], [-0.05, 0.48, -0.05], [0.07, 0.19, 0.00], [-0.04, 0.24, 0.05], [-0.03, -0.09, 0.25], [0.02, 0.07, -0.10], [0.48, 0.08, 0.48], [-0.61, 0.32, -0.01], [0.70, -0.09, 0.17], [-0.15, 0.15, -0.04], [-0.19, 0.22, -0.40], [-0.18, -0.29, 0.06], [0.04, -0.16, -0.14], [-0.19, -0.12, -0.12], [0.14, 0.07, -0.06], [-0.09, -0.11, 0.04], [-0.32, -0.02, 0.62], [0.56, 0.05, -0.10], [-0.46, -0.01, 0.37], [0.06, -0.21, 0.05], [-0.14, -0.31, -0.13], [0.20, 0.35, -0.55], [-0.06, 0.04, -0.09], [0.08, 0.09, -0.23], [-0.16, -0.24, -0.19], [0.09, 0.09, -0.05], [-0.13, -0.65, 0.13], [0.50, -0.02, -0.37], [-0.28, -0.20, 0.32], [0.42, -0.18, -0.03], [-0.62, -0.10, -0.22], [-0.03, 0.88, -0.01], [0.08, 0.04, 0.07], [0.21, 0.17, 0.03], [-0.30, 0.07, 0.02], [0.13, 0.01, 0.00], [-0.26, -0.41, 0.21], [0.48, -0.12, -0.24], [-0.48, -0.14, 0.32], [-0.03, 0.05, 0.03], [-0.07, 0.25, -0.08], [0.32, 0.20, 0.03], [0.00, 0.09, 0.04], [0.16, 0.13, 0.00], [-0.22, 0.09, -0.07], [0.14, 0.02, 0.02]],
  "lowdin_charge": [-0.106, -0.082, -0.209, 0.155, -0.301, 0.165, -0.077, 0.120, 0.062, -0.257, 0.029, -0.001, -0.031, -0.134, 0.147, 0.083, 0.079, 0.080, 0.095, 0.117, 0.130, 0.145, 0.152, 0.182, 0.117, 0.109, 0.116, 0.132, -0.044, -0.305, 0.144, -0.549, 0.163, 0.075, 0.083, 0.139, 0.132, 0.177, -0.047, -0.311, 0.106, -0.557, 0.178, 0.087, 0.073, 0.147, 0.144, 0.179, -0.051, -0.315, 0.109, -0.548, 0.195, 0.084, 0.065, 0.148, 0.144, 0.176, -0.044, -0.313, 0.142, -0.555, 0.182, 0.034, 0.085, 0.145, 0.141, 0.176, -0.050, -0.315, 0.141, -0.557, 0.165, 0.063, 0.079, 0.147, 0.135, 0.158, -0.049, -0.316, 0.133, -0.536, 0.197, 0.079, 0.063, 0.153, 0.111, 0.163, -0.048, -0.303, 0.141, -0.550, 0.179, 0.049, 0.081, 0.152, 0.108, 0.179, -0.065, -0.316, 0.143, -0.532, 0.169, 0.059, 0.085, 0.147, 0.128, 0.178, -0.051, -0.313, 0.145, -0.553, 0.168, 0.077, 0.081, 0.147, 0.141, 0.176]
}

---

{
  "formula": "C36H40IrOP2",
  "method": "ωB97M-V with the def2-TZVPD basis set",
  "lumo_ev": [-4.835, -7.486],
  "gap_ha": [0.297, 0.225],
  "de_lowest_kcal_mol": 9.07,
  "s_squared": 8.7978,
  "multiplicity": 6,
  "charge": 2,
  "mol_weight_da": 742.880,
  "symbols": ["Ir", "C", "C", "C", "C", "C", "C", "C", "C", "C", "H", "H", "H", "H", "H", "H", "H", "H", "H", "H", "H", "H", "H", "H", "H", "P", "P", "C", "C", "C", "C", "C", "C", "C", "C", "C", "C", "C", "C", "C", "C", "C", "C", "C", "C", "C", "C", "C", "C", "C", "C", "C", "C", "H", "H", "H", "H", "H", "H", "H", "H", "H", "H", "H", "H", "H", "H", "H", "H", "H", "H", "H", "H", "H", "H", "C", "O", "H", "H", "H"],
  "positions_angstrom": [[-0.05290, -0.09353, -2.05541], [-1.85522, -0.20306, -0.40581], [-2.14290, -0.37763, -1.77192], [-2.85501, 0.59578, -2.68149], [-1.94974, 1.66707, -3.32340], [-0.64828, 1.89741, -2.57431], [-0.56822, 2.36054, -1.24876], [-1.61441, 2.38342, -0.20981], [-2.06924, 1.00931, 0.40231], [1.38746, -1.14091, -2.83502], [-1.73818, -1.12737, 0.17110], [-2.38565, -1.42602, -1.99436], [-3.71525, 1.06252, -2.19078], [-3.25251, -0.01258, -3.50371], [-1.67742, 1.31219, -4.32716], [-2.50115, 2.60962, -3.46094], [0.17596, 2.28818, -3.20019], [0.39222, 2.82123, -0.97232], [-2.52508, 2.95644, -0.47792], [-1.17233, 2.94689, 0.63543], [-1.54315, 0.91771, 1.36689], [-3.13668, 1.10571, 0.66012], [1.45340, -2.05775, -2.23324], [2.33207, -0.58603, -2.71548], [1.23099, -1.39505, -3.88655], [-0.03209, -1.73125, -8.48178], [1.50247, 0.54012, -8.50333], [-0.97682, -0.27072, -8.95849], [-0.17608, 0.83004, -9.10090], [-0.55827, -2.97780, -9.73937], [-1.63877, -2.77322, -10.60902], [-2.10035, -3.80191, -11.44165], [-1.40803, -5.01482, -11.50502], [-0.25639, -5.19584, -10.72129], [0.15926, -4.19201, -9.84334], [-0.91964, -2.18749, -6.95238], [-0.53184, -1.50219, -5.78553], [-1.25202, -1.70909, -4.61559], [-2.28151, -2.64731, -4.57281], [-2.61881, -3.36940, -5.72402], [-1.97183, -3.10801, -6.93293], [2.38446, 0.92744, -10.10961], [2.22752, 0.05193, -11.20208], [2.68829, 0.40900, -12.47136], [3.39087, 1.60609, -12.65933], [3.61772, 2.44703, -11.56284], [3.10943, 2.11205, -10.30228], [1.82294, 2.03125, -7.50075], [3.08181, 2.11420, -6.87368], [3.41921, 3.24899, -6.13673], [2.49017, 4.28257, -5.97715], [1.24506, 4.20373, -6.60676], [0.90258, 3.08123, -7.36883], [-2.05926, -0.32123, -9.07989], [-0.42456, 1.76569, -9.61478], [-2.14548, -1.81337, -10.63981], [-3.00233, -3.65507, -12.04133], [-1.75302, -5.81539, -12.16400], [0.31073, -6.13228, -10.79322], [1.04483, -4.34771, -9.22362], [0.32350, -0.81771, -5.82333], [-0.96721, -1.15909, -3.69577], [-2.81298, -2.81715, -3.64218], [-3.38964, -4.13448, -5.68026], [-2.27294, -3.60549, -7.86057], [1.71809, -0.90495, -11.07445], [2.51058, -0.24856, -13.32398], [3.76799, 1.88084, -13.64786], [4.19267, 3.36853, -11.68435], [3.27432, 2.79353, -9.46755], [3.79101, 1.29274, -6.99084], [4.40965, 3.31853, -5.69308], [2.74565, 5.15234, -5.37060], [0.53156, 5.02132, -6.51059], [-0.06611, 3.03264, -7.87198], [1.07171, 0.27836, 0.84982], [0.98233, -0.08767, -0.48668], [0.34559, -0.31506, 1.39941], [0.92722, 1.35377, 0.93948], [2.08314, -0.01486, 1.12443]],
  "forces_ev_per_a": [[-0.47, 0.66, 2.42], [-0.86, -0.73, -0.74], [-1.24, -0.50, 0.48], [-0.45, 0.31, -0.48], [-0.18, -0.11, -0.23], [-0.13, 1.46, -0.38], [0.58, 0.07, -0.92], [-0.50, 0.45, 1.21], [0.59, 0.98, 0.55], [1.70, -1.31, -2.21], [0.25, 0.27, -0.28], [0.37, 0.26, -0.01], [0.11, -0.13, 0.12], [-0.14, 0.23, 0.23], [-0.04, 0.19, 0.20], [0.21, -0.16, 0.09], [-0.36, -0.30, 0.24], [-0.37, -0.39, -0.12], [0.55, -0.28, -0.40], [-0.42, -0.19, -0.39], [-0.32, -0.19, -0.38], [0.20, -0.25, -0.16], [-0.10, 0.06, -0.03], [-0.28, -0.03, 0.04], [0.35, -0.12, 0.25], [-1.42, -0.62, -0.30], [0.40, 1.48, -1.81], [1.19, 1.76, -0.06], [-1.28, -1.73, -0.04], [0.61, -0.43, -0.34], [-0.23, -0.07, 0.04], [0.29, -0.03, 0.10], [0.20, 0.19, 0.32], [-0.13, 0.07, -0.03], [-0.18, 0.12, 0.14], [0.49, 0.06, 0.36], [-0.32, -0.24, -0.32], [0.03, -0.16, -0.08], [0.14, -0.04, -0.49], [-0.02, 0.21, 0.10], [0.17, 0.00, 0.11], [0.35, -0.40, -0.05], [-0.13, 0.16, 0.01], [0.12, 0.10, 0.13], [-0.08, 0.04, 0.41], [-0.13, -0.28, -0.04], [0.06, 0.11, 0.07], [0.37, -0.15, 0.49], [-0.34, 0.18, -0.07], [-0.14, -0.16, -0.06], [0.00, -0.19, -0.19], [-0.01, -0.18, 0.00], [0.14, -0.04, 0.10], [0.27, 0.16, -0.36], [-0.23, -0.26, 0.50], [-0.04, -0.21, 0.06], [0.40, 0.04, 0.16], [0.12, 0.30, 0.23], [-0.26, 0.48, 0.07], [-0.24, -0.02, -0.15], [-0.34, -0.16, 0.09], [-0.34, -0.46, -0.93], [0.00, -0.12, -0.12], [0.05, 0.21, -0.03], [0.14, 0.05, 0.46], [0.04, 0.21, -0.04], [0.07, 0.13, 0.33], [-0.15, -0.14, 0.36], [-0.25, -0.31, 0.05], [-0.03, -0.16, -0.25], [-0.09, 0.26, 0.07], [-0.22, 0.02, -0.01], [-0.07, -0.21, -0.24], [0.18, -0.19, -0.02], [0.33, 0.10, 0.29], [0.47, -0.39, -0.01], [1.18, 0.15, 0.55], [-0.07, 0.19, 0.44], [-0.09, 0.04, 0.34], [-0.02, 0.24, 0.59]],
  "lowdin_spin": [1.964, 0.209, 0.055, 0.010, 0.025, 0.060, 0.291, 0.050, 0.054, 0.257, 0.005, 0.015, 0.000, 0.001, 0.004, 0.002, 0.016, 0.009, 0.014, 0.000, 0.003, 0.016, 0.035, 0.037, 0.026, 0.293, 0.303, 0.006, 0.006, 0.056, 0.019, 0.002, 0.012, -0.001, 0.014, 0.043, 0.014, 0.078, 0.017, 0.005, 0.014, 0.040, 0.013, -0.001, 0.018, 0.000, 0.020, 0.060, 0.017, -0.002, 0.015, 0.002, 0.020, 0.002, 0.002, 0.001, 0.000, 0.001, 0.000, 0.002, 0.000, 0.056, 0.002, 0.001, 0.001, 0.000, 0.000, 0.001, 0.000, 0.001, 0.002, 0.000, 0.001, 0.000, 0.001, 0.057, 0.599, 0.013, 0.011, 0.008]
}